{
  "formula": "C63H51As2GaN2O2Te",
  "method": "ωB97M-V/def2-TZVPD",
  "symbols": ["Ga", "O", "C", "O", "C", "C", "C", "C", "C", "C", "C", "C", "C", "N", "H", "H", "H", "H", "H", "H", "C", "C", "C", "C", "C", "C", "C", "C", "N", "H", "H", "H", "H", "H", "H", "C", "C", "C", "C", "C", "C", "As", "C", "C", "C", "C", "C", "C", "C", "C", "C", "C", "C", "C", "H", "H", "H", "H", "H", "H", "H", "H", "H", "H", "H", "H", "H", "C", "C", "C", "C", "C", "C", "Te", "C", "C", "C", "H", "H", "H", "H", "H", "H", "H", "H", "H", "H", "H", "C", "C", "C", "C", "C", "C", "As", "C", "C", "C", "C", "C", "C", "C", "C", "C", "C", "C", "C", "H", "H", "H", "H", "H", "H", "H", "H", "H", "H", "H", "H", "H", "H", "H"],
  "coordinates": [[-0.7707, 0.2134, 0.6824], [-2.9490, 3.2414, 1.8509], [-2.4199, 2.3830, 1.1801], [-2.2070, 1.1518, 1.5447], [-2.0117, 2.6736, -0.2494], [-2.3536, 3.9013, -0.8391], [-2.1013, 4.0743, -2.1639], [-1.5130, 3.0306, -2.9100], [-1.3142, 3.1143, -4.3122], [-0.7871, 2.0653, -5.0003], [-0.3964, 0.8898, -4.3121], [-0.5399, 0.8011, -2.9601], [-1.1423, 1.8523, -2.2327], [-1.4032, 1.6995, -0.8887], [-2.8349, 4.6480, -0.2247], [-2.3656, 5.0016, -2.6634], [-1.6010, 4.0259, -4.8265], [-0.6491, 2.1316, -6.0725], [0.0303, 0.0582, -4.8595], [-0.2359, -0.0852, -2.4210], [0.8483, 1.1829, 1.3284], [1.3223, 0.7748, 2.6858], [0.6201, 1.1475, 3.8358], [0.9739, 0.6699, 5.0834], [2.0597, -0.1933, 5.2156], [2.8032, -0.5370, 4.0901], [2.4366, -0.0515, 2.8435], [2.3941, -0.7520, 6.5132], [2.6529, -1.2053, 7.5393], [1.6356, 1.0427, 0.5987], [0.5429, 2.2312, 1.3215], [-0.2407, 1.7985, 3.7399], [0.4013, 0.9505, 5.9593], [3.6601, -1.1925, 4.1959], [3.0245, -0.3218, 1.9705], [6.0776, 4.5674, -0.1035], [4.8263, 5.1436, -0.2848], [3.8001, 4.4020, -0.8543], [4.0128, 3.0855, -1.2664], [5.2699, 2.5143, -1.0835], [6.2961, 3.2550, -0.5026], [2.4460, 2.1573, -2.0067], [3.2460, 0.4235, -2.3708], [3.5068, -0.5828, -1.4503], [4.1497, -1.7440, -1.8640], [4.5227, -1.8923, -3.1982], [4.2523, -0.8894, -4.1219], [3.6089, 0.2755, -3.7123], [3.2873, 1.4439, -4.5760], [3.4486, 1.5051, -5.9568], [3.1006, 2.6640, -6.6417], [2.5831, 3.7598, -5.9565], [2.3923, 3.6907, -4.5809], [2.7489, 2.5407, -3.8950], [6.8771, 5.1375, 0.3541], [4.6472, 6.1659, 0.0273], [2.8204, 4.8521, -0.9736], [5.4630, 1.4964, -1.3981], [7.2707, 2.8011, -0.3642], [3.1965, -0.4760, -0.4170], [4.3532, -2.5351, -1.1504], [5.0301, -2.7954, -3.5197], [4.5569, -1.0130, -5.1555], [3.8448, 0.6548, -6.5028], [3.2312, 2.7123, -7.7160], [2.3172, 4.6606, -6.4970], [1.9644, 4.5335, -4.0512], [-4.1640, -2.5469, -5.5884], [-3.2974, -2.3539, -4.3669], [-1.9442, -2.6659, -4.3923], [-1.1367, -2.5525, -3.2585], [0.3397, -2.8644, -3.3751], [-1.7224, -2.1233, -2.0588], [-0.5249, -2.1398, -0.3087], [-3.0802, -1.7618, -2.0116], [-3.7412, -1.2205, -0.7696], [-3.8380, -1.8845, -3.1740], [-3.5810, -2.4675, -6.5069], [-4.9691, -1.8119, -5.6262], [-4.6243, -3.5373, -5.5757], [-1.4928, -3.0007, -5.3246], [0.6278, -2.9597, -4.4250], [0.5991, -3.8011, -2.8693], [0.9498, -2.0812, -2.9180], [-3.2873, -0.2763, -0.4623], [-3.6468, -1.9114, 0.0685], [-4.8021, -1.0372, -0.9433], [-4.8868, -1.6011, -3.1430], [-2.6979, 1.1235, 7.2192], [-2.9435, 1.6525, 5.9579], [-2.5509, 0.9572, 4.8196], [-1.9215, -0.2848, 4.9355], [-1.6450, -0.7923, 6.2028], [-2.0372, -0.0927, 7.3378], [-1.4266, -1.1704, 3.2666], [-3.1388, -1.9936, 2.7737], [-4.2798, -1.1918, 2.7207], [-5.4914, -1.7157, 2.2884], [-5.5746, -3.0447, 1.8915], [-4.4392, -3.8441, 1.9269], [-3.2259, -3.3211, 2.3632], [-0.4364, -2.7399, 3.8449], [0.8459, -2.9121, 3.3309], [1.6048, -4.0285, 3.6692], [1.0820, -4.9835, 4.5286], [-0.2027, -4.8268, 5.0401], [-0.9584, -3.7159, 4.6970], [-3.0050, 1.6643, 8.1064], [-3.4279, 2.6156, 5.8528], [-2.7202, 1.3975, 3.8444], [-1.0844, -1.7080, 6.3206], [-1.8179, -0.4999, 8.3176], [-4.2271, -0.1515, 3.0165], [-6.3709, -1.0820, 2.2585], [-6.5182, -3.4535, 1.5487], [-4.4930, -4.8796, 1.6131], [-2.3487, -3.9517, 2.3682], [1.2703, -2.1579, 2.6800], [2.6012, -4.1479, 3.2592], [1.6723, -5.8498, 4.8032], [-0.6180, -5.5757, 5.7031], [-1.9706, -3.6270, 5.0698]],
  "forces_ev_per_angstrom": [[-0.047, 0.183, -0.103], [0.031, -0.012, 0.051], [-0.122, -0.219, -0.023], [-0.129, 0.127, 0.037], [0.024, -0.045, -0.069], [-0.081, 0.007, 0.093], [-0.012, 0.135, -0.128], [-0.050, 0.048, -0.088], [-0.014, 0.139, 0.053], [0.111, -0.179, -0.029], [0.063, 0.182, -0.076], [-0.073, -0.122, 0.184], [-0.024, -0.183, 0.273], [0.212, -0.039, -0.294], [0.021, -0.012, 0.011], [0.010, -0.077, 0.014], [0.003, -0.051, 0.050], [0.003, -0.018, 0.040], [0.009, 0.029, 0.002], [0.025, -0.011, -0.006], [0.135, -0.026, 0.404], [-0.009, -0.003, -0.094], [0.158, 0.100, -0.070], [0.114, 0.198, 0.090], [0.130, -0.180, 0.310], [0.133, 0.102, -0.044], [0.156, 0.111, 0.069], [-0.058, 0.142, -0.301], [-0.053, 0.074, -0.166], [0.185, 0.076, -0.201], [0.080, 0.085, -0.028], [0.021, 0.002, 0.009], [0.047, 0.013, -0.075], [-0.057, 0.025, -0.021], [-0.049, -0.024, 0.073], [-0.043, -0.041, -0.028], [0.035, -0.043, -0.025], [0.066, -0.080, 0.009], [-0.028, 0.053, 0.148], [0.010, 0.140, -0.023], [-0.080, -0.009, -0.046], [0.171, 0.129, -0.040], [0.052, 0.074, 0.109], [-0.130, -0.068, -0.101], [-0.037, -0.006, -0.075], [-0.039, 0.063, 0.024], [-0.015, -0.068, 0.019], [0.032, 0.161, -0.203], [-0.031, -0.230, 0.114], [0.054, 0.041, -0.048], [-0.010, -0.030, 0.090], [0.015, -0.084, 0.026], [0.067, -0.010, -0.061], [-0.110, -0.096, 0.030], [-0.025, -0.024, -0.027], [0.002, -0.046, -0.013], [-0.020, 0.002, 0.021], [-0.036, -0.020, 0.006], [-0.045, 0.019, -0.001], [0.066, 0.006, -0.016], [-0.007, 0.059, -0.058], [-0.042, 0.061, 0.026], [-0.024, -0.008, 0.054], [-0.025, 0.071, 0.036], [0.002, 0.000, 0.032], [0.010, -0.032, 0.019], [-0.011, 0.014, 0.002], [0.087, 0.042, 0.110], [-0.010, 0.004, -0.002], [0.097, 0.027, 0.015], [-0.043, 0.025, -0.052], [-0.151, -0.066, -0.056], [-0.158, -0.006, -0.027], [-0.084, 0.071, 0.137], [0.068, 0.021, -0.098], [0.063, -0.137, -0.124], [0.033, 0.022, -0.052], [-0.004, 0.009, 0.031], [0.033, -0.007, 0.011], [0.000, 0.002, -0.001], [-0.044, 0.017, 0.098], [-0.044, -0.018, 0.075], [-0.034, 0.106, -0.021], [0.022, -0.006, -0.019], [-0.004, 0.033, 0.020], [0.037, -0.006, -0.019], [0.039, -0.013, -0.016], [0.056, -0.033, 0.002], [0.031, -0.004, -0.049], [0.081, -0.053, 0.000], [-0.067, -0.099, 0.178], [-0.247, 0.009, 0.023], [-0.082, 0.096, -0.055], [-0.018, 0.011, -0.027], [-0.129, -0.344, -0.149], [-0.064, 0.101, 0.134], [0.001, -0.090, 0.033], [0.036, -0.011, 0.019], [0.047, -0.001, 0.006], [0.003, 0.062, 0.027], [-0.128, 0.063, -0.061], [0.009, -0.109, 0.074], [-0.057, -0.109, 0.046], [-0.089, 0.030, 0.029], [-0.006, 0.047, 0.004], [0.049, 0.018, -0.031], [0.052, -0.031, -0.117], [0.017, -0.016, -0.031], [-0.006, -0.025, 0.002], [-0.032, -0.010, 0.002], [-0.033, -0.124, -0.021], [0.011, 0.019, -0.026], [-0.006, -0.009, -0.006], [0.051, -0.029, 0.002], [0.044, 0.015, 0.025], [0.003, 0.021, -0.004], [0.064, -0.048, 0.012], [-0.125, -0.152, -0.046], [-0.031, 0.004, 0.027], [-0.031, 0.026, -0.023], [0.012, 0.015, -0.007], [-0.035, 0.062, 0.050]],
  "e_above_lowest_kj_mol": 0.00,
  "e_tot_ev": -254583.78953,
  "charge": 0
}